ORCA calculation (ωB97M-V/def2-TZVPD) on C41H37Cl5P2Sn as an isolated structure in a non-equilibrium geometry.

```
86
Properties=species:S:1:pos:R:3:forces:R:3
H -0.50397 2.00629 2.60946 0.034 0.393 0.338
Cl -2.75824 2.91180 0.38713 0.519 0.351 -0.847
C -2.21622 5.38702 4.25809 -0.283 0.649 0.284
H -2.89011 -5.43581 -0.61612 0.161 -0.181 -0.045
C -0.60505 5.27896 -2.80728 0.518 -0.274 -0.867
H -3.14496 1.50415 -3.02334 0.092 -0.107 -0.004
C -0.88486 -8.14393 -1.13173 0.316 0.080 -0.103
C -2.01849 -7.39938 -0.81197 -0.397 0.349 0.164
H -1.15138 -3.31071 1.78677 -0.173 0.042 -0.043
C 1.74567 0.46926 0.01828 0.248 0.104 -0.493
H -2.75233 6.57192 2.52289 0.032 -0.117 0.025
C 4.32247 1.48518 -0.16064 0.134 0.239 0.247
Sn -0.57195 0.85242 -2.08446 -1.223 1.455 -0.456
C -0.68111 2.62247 3.51886 0.113 -0.076 0.660
C 1.99174 1.78539 0.38696 -0.241 0.109 0.531
H 1.25299 -5.58008 -1.84886 -0.316 -0.175 0.041
H 3.50902 3.27400 0.77632 -0.069 -0.490 -0.341
P -0.64754 -3.43057 -1.19982 -0.182 -2.973 1.685
H 0.70009 4.53311 1.52138 -0.249 0.246 0.091
C 0.64131 -3.44275 0.07249 1.456 0.980 -0.249
C 0.28943 -7.48087 -1.51443 -0.024 0.243 0.099
H -1.52743 7.28104 3.51169 0.057 -0.066 -0.038
H -1.90539 2.43253 -3.89399 -0.224 -0.364 -0.016
H 5.79607 -3.65393 -4.41278 -0.190 0.047 0.450
H 5.35149 1.84353 -0.12739 -0.280 -0.068 -0.048
H 1.24298 3.52181 3.44312 -0.296 0.214 0.194
C -1.55486 5.91804 -1.97019 -1.444 0.122 0.770
C -2.18018 1.42982 -3.53474 0.494 0.117 -0.309
H -0.35966 1.98104 4.37315 -0.250 0.290 -0.496
H -3.01361 5.89762 4.82923 0.375 -0.210 -0.164
H -5.34103 -2.09328 -0.60433 0.292 -0.085 0.195
C -0.97943 3.17455 -1.63284 1.554 -1.403 -0.819
H 4.12381 -3.26853 0.26010 0.172 0.000 -0.224
C -1.85228 6.32004 3.09363 -0.142 0.114 0.336
H 6.20034 -4.50764 -0.19437 -0.213 0.172 -0.261
C -2.77195 4.05077 3.85135 -0.767 0.006 0.161
H 0.13968 4.41668 4.48251 0.023 -0.265 -0.487
C -0.00783 4.76046 2.33036 0.463 0.487 -0.706
Cl 1.01617 3.19264 -3.42628 -0.056 -0.406 -0.192
C 0.20382 3.89037 3.52097 0.477 -1.067 0.171
C 5.42623 -3.56333 -3.38544 0.120 -0.076 0.236
C -0.81107 5.80866 2.15688 0.123 0.233 -0.130
H 4.83747 -0.34465 -1.19864 -0.259 0.267 0.043
C -4.41962 -2.35877 -0.08107 -0.169 0.002 0.082
H -0.67829 6.44818 1.27316 -0.026 -0.486 0.084
H -5.30826 -2.17871 1.89343 0.578 -0.139 -0.346
C 3.76714 -2.71560 -1.80639 -0.211 -0.124 -0.841
C -1.94783 3.79535 -0.84745 -0.824 0.539 1.123
C -0.27541 3.92360 -2.55631 -0.417 0.710 0.798
C -1.99579 -6.00376 -0.86591 -0.012 -0.116 -0.124
C 4.47839 -3.33103 -0.76662 0.096 -0.061 0.089
H -3.87495 4.06475 3.80770 0.542 -0.248 -0.010
H -2.77137 2.00767 3.41716 -0.050 0.286 0.036
C 4.04397 0.24968 -0.74001 -0.075 0.154 -0.134
C 3.29515 2.27715 0.36557 0.178 0.124 -0.232
H 1.15391 2.42721 0.69205 0.449 -0.350 0.297
H 3.69808 -2.39286 -3.95030 0.215 -0.184 0.219
Cl -1.99583 7.55535 -2.26142 0.360 -0.684 0.161
C -2.09133 -3.01602 -0.14229 -0.331 0.711 -0.864
C 6.13382 -4.16343 -2.33057 -0.356 0.285 -0.088
P 2.15349 -1.76556 -1.53242 1.711 -0.371 1.231
H -2.24829 0.76622 -4.40000 -0.084 -0.063 0.226
H -2.94199 -7.90621 -0.50997 0.413 0.225 -0.134
C -2.05808 -3.05080 1.25299 -0.266 0.153 0.168
C 0.32400 -6.08353 -1.55951 0.308 -0.305 -0.139
H -3.19323 -2.80463 3.06591 0.019 0.000 -0.200
C -2.24198 5.17569 -0.98875 0.020 0.969 -0.590
H -3.28956 -2.62593 -1.90614 -0.073 0.009 0.238
C 5.65732 -4.04295 -1.02029 -0.175 0.141 -0.317
C -3.21448 -2.75680 1.97981 -0.064 0.019 -0.254
H 0.53626 -4.18460 0.86695 -0.060 0.327 -0.064
C -4.39600 -2.40731 1.31960 -0.054 -0.014 -0.130
H -0.90950 -9.23930 -1.08544 0.001 0.524 -0.055
H 7.05129 -4.71790 -2.53448 -0.296 0.167 0.069
C -0.81089 -5.32855 -1.21551 -0.170 0.861 -0.562
C 4.25152 -2.85313 -3.12665 -0.180 0.126 0.314
C -3.27502 -2.65730 -0.81587 0.149 -0.022 0.403
Cl -3.46513 5.94344 -0.05113 0.406 -0.418 -0.344
H 1.17804 -8.05940 -1.77443 -0.268 0.245 0.087
C 2.74164 -0.24253 -0.68584 -0.476 -0.165 0.050
H 2.32980 -2.40636 0.87963 -0.124 -0.290 -0.225
H 0.78030 -0.00287 0.24377 0.404 0.288 -0.267
C 1.69609 -2.59880 0.00860 -1.295 -0.858 0.263
C -2.15970 2.89378 3.61295 0.197 -0.278 -0.290
Cl -0.00384 6.09557 -4.19237 -0.191 -0.480 0.948
H -1.36372 5.32485 4.93589 -0.294 -0.114 -0.058
```
Positions in Å, forces in eV/Å.

Properties
**Orbital gap (alpha / beta)**: 3.6 / 4.1 eV
**Net charge**: +2
**LUMO energy (alpha / beta)**: -9.38 / -8.97 eV

From a Löwdin analysis of the wavefunction, the atomic charges in e read: number 1, H, carries 0.091; number 2, Cl, carries 0.834; number 3, C, carries -0.187; number 4, H, carries 0.105; number 5, C, carries -0.620; number 6, H, carries 0.004; number 7, C, carries -0.037; number 8, C, carries -0.050; number 9, H, carries 0.097; number 10, C, carries -0.239; number 11, H, carries 0.073; number 12, C, carries -0.053; number 13, Sn, carries 1.204; number 14, C, carries -0.193; number 15, C, carries -0.105; number 16, H, carries 0.109; number 17, H, carries 0.121; number 18, P, carries 1.137; number 19, H, carries 0.090; number 20, C, carries -0.324; number 21, C, carries -0.049; number 22, H, carries 0.126; number 23, H, carries -0.016; number 24, H, carries 0.117; number 25, H, carries 0.119; number 26, H, carries 0.112; number 27, C, carries -0.651; number 28, C, carries -0.309; number 29, H, carries 0.125; number 30, H, carries 0.122; number 31, H, carries 0.117; number 32, C, carries -0.348; number 33, H, carries 0.095; number 34, C, carries -0.197; number 35, H, carries 0.117; number 36, C, carries -0.104; number 37, H, carries 0.111; number 38, C, carries -0.120; number 39, Cl, carries 0.737; number 40, C, carries -0.195; number 41, C, carries -0.065; number 42, C, carries -0.128; number 43, H, carries 0.114; number 44, C, carries -0.066; number 45, H, carries 0.102; number 46, H, carries 0.124; number 47, C, carries -0.364; number 48, C, carries -0.631; number 49, C, carries -0.741; number 50, C, carries -0.063; number 51, C, carries -0.096; number 52, H, carries 0.115; number 53, H, carries 0.095; number 54, C, carries -0.065; number 55, C, carries -0.054; number 56, H, carries 0.086; number 57, H, carries 0.102; number 58, Cl, carries 0.779; number 59, C, carries -0.406; number 60, C, carries -0.054; number 61, P, carries 1.045; number 62, H, carries -0.005; number 63, H, carries 0.123; number 64, C, carries -0.079; number 65, C, carries -0.092; number 66, H, carries 0.117; number 67, C, carries -0.663; number 68, H, carries 0.108; number 69, C, carries -0.058; number 70, C, carries -0.052; number 71, H, carries 0.100; number 72, C, carries -0.050; number 73, H, carries 0.126; number 74, H, carries 0.117; number 75, C, carries -0.326; number 76, C, carries -0.104; number 77, C, carries -0.115; number 78, Cl, carries 0.780; number 79, H, carries 0.119; number 80, C, carries -0.408; number 81, H, carries 0.098; number 82, H, carries 0.048; number 83, C, carries -0.329; number 84, C, carries -0.161; number 85, Cl, carries 0.817; number 86, H, carries 0.102


ORCA calculation (ωB97M-V/def2-TZVPD) on C41H37F6N6O7PbS4 as an isolated structure in a non-equilibrium geometry.

```
102
Properties=species:S:1:pos:R:3:forces:R:3
C 3.56210 -0.14180 1.20400 0.220 0.025 0.040
O -2.70880 1.29600 -2.62420 -0.635 0.454 -0.138
F -5.17440 -1.44120 1.15780 0.008 0.195 -0.101
H 3.03450 -2.34790 -4.09390 0.052 -0.012 -0.040
C 1.17430 3.46600 4.45410 -0.046 0.205 0.003
C 4.67220 1.69480 -0.49750 -0.360 -0.487 0.414
C 2.26040 -3.60130 3.58250 0.131 0.052 0.128
H 7.23160 2.83180 -1.34930 -0.063 0.077 0.021
C 0.11670 -2.73810 4.26540 0.621 -0.093 0.167
F -3.87430 -3.00990 1.84760 0.219 -0.082 0.000
H 1.59330 1.36870 4.40570 0.151 -0.087 0.038
S -2.45160 -0.00170 -2.11640 0.585 -0.703 -0.506
H 0.64200 -4.10070 -4.82830 -0.025 -0.069 -0.023
C -1.16540 1.81850 0.97950 -0.424 1.040 0.137
H 0.16770 -1.40480 -4.51230 -0.167 0.022 -0.075
C 0.52560 -2.80600 5.59940 -0.255 -0.124 -0.300
C 0.20980 4.43890 4.69340 0.064 -0.169 -0.023
H 2.06970 -3.37950 6.95520 0.052 0.016 0.101
H 0.67510 -3.09760 2.22870 -0.010 -0.051 -0.176
H -1.94820 -2.29340 4.72020 -0.138 0.110 0.007
O 10.24330 7.42880 -4.57910 -0.401 -1.211 0.752
C 2.04770 -2.49270 -4.53560 -0.050 -0.096 -0.199
O 0.16720 -0.25060 2.75850 0.062 0.145 0.141
O -1.71350 -2.25740 -0.21550 -0.128 -0.362 0.287
H -0.15780 -2.52200 6.38660 -0.094 0.005 0.125
C 0.85570 2.13290 4.59620 -0.114 -0.109 0.104
S 0.47130 -2.38190 -2.33790 0.177 -1.720 -1.820
C -0.73580 0.32440 5.17050 -0.257 0.819 0.103
H 5.54700 -0.47860 1.94520 0.079 -0.108 0.070
H 0.11540 -0.23650 5.54960 -0.016 -0.314 -0.246
C -1.08000 4.07110 5.06190 0.061 0.083 -0.039
N 6.35080 3.17790 -1.69760 0.039 -0.184 0.091
O 1.36590 -1.80680 -1.28230 0.891 1.103 1.565
C -0.42920 1.75270 4.99980 0.074 0.210 -0.180
H 0.61640 -4.80170 -2.49880 -0.002 -0.017 0.110
H -0.20120 4.07000 -3.39360 -0.079 0.042 -0.108
C 1.00090 -3.13570 3.25830 -0.307 0.071 0.182
S -1.11710 -0.42520 3.46440 0.733 -0.853 1.575
C -3.13640 -1.28410 -3.30720 0.170 -0.481 -0.031
C -1.40310 2.73740 5.20160 0.135 -0.174 0.058
H -1.62810 -2.70270 3.01460 -0.114 0.012 -0.034
N 1.05090 1.84690 -1.23720 0.271 0.087 -0.091
N -3.22560 -0.29520 -0.78540 -0.278 0.075 0.242
C 2.65810 -3.66920 4.91300 -0.193 0.101 0.055
C 1.04360 -1.55500 -3.88840 -0.205 -0.530 0.312
H 9.57860 8.43970 -6.26690 0.118 -0.108 0.086
H -2.89090 2.80030 1.80510 -0.053 0.078 -0.010
H 2.93540 -3.92590 2.80650 0.060 -0.053 -0.126
H 2.17530 3.75720 4.17680 0.096 0.030 -0.037
H 3.08780 -0.85140 1.86720 -0.024 -0.141 0.087
H 3.64680 -4.01490 5.16960 0.078 -0.131 0.009
N -2.06150 2.37510 1.43690 -0.242 0.180 0.126
C 7.85950 6.98780 -4.39400 -0.348 0.124 -0.092
F -4.65050 -3.06450 -0.17280 0.161 0.109 -0.101
H 2.20460 -4.04100 -2.18230 -0.012 0.081 0.046
C 3.27700 1.42850 -0.45760 0.879 0.059 0.110
H -1.63710 0.14960 5.75220 -0.112 -0.146 -0.012
C 1.88710 3.89490 -2.92280 -0.157 -0.223 0.174
H 2.23620 4.68410 -3.56710 -0.017 0.143 -0.138
C 9.23040 6.70950 -4.16640 0.136 0.106 -0.056
C 2.81970 3.19320 -2.14920 -0.575 -0.371 0.230
C -1.22660 -2.23110 3.90800 -0.216 0.224 -0.435
H 2.30180 -4.64440 -4.56930 -0.093 -0.104 -0.020
N 2.76600 0.52060 0.38760 0.307 0.316 -0.104
C 1.55510 -3.91290 -4.26240 0.339 0.103 -0.213
F -4.44200 -1.36880 -3.16450 -0.083 0.203 0.029
C 9.57130 5.54410 -3.42400 -0.001 -0.449 0.263
F -2.83220 -1.02960 -4.56920 0.097 0.444 0.186
C 4.22200 3.46090 -2.17740 0.955 -0.370 0.348
H 2.10890 -2.30900 -5.60840 0.137 0.070 0.033
H 6.56150 1.17930 0.40790 0.160 -0.029 0.039
H -0.85360 2.22770 -1.89210 -0.085 0.051 -0.032
C 7.23880 5.00560 -3.13930 -0.211 -0.301 0.207
O -2.30600 -0.63860 1.48960 -0.571 0.076 -0.109
C 1.77830 -3.29200 5.92050 0.250 0.011 -0.062
H 5.85080 6.36190 -4.04270 -0.046 0.071 -0.082
O -1.03070 -0.33670 -1.99250 -0.377 0.711 -0.069
H 8.90830 3.82700 -2.39660 0.061 -0.042 0.069
C 4.94080 0.06550 1.24140 0.081 0.122 -0.060
H 10.61920 5.33880 -3.27040 0.105 -0.038 0.007
F -2.58470 -2.45880 -2.98500 -0.146 0.153 0.112
C -4.22360 -2.27800 0.79080 0.042 0.129 -0.085
N 4.89690 4.37640 -2.88780 -0.421 0.209 -0.184
C 6.89840 6.15300 -3.89130 0.192 0.455 -0.299
H 0.46680 5.48170 4.60130 0.010 0.139 -0.008
C 0.18150 2.51940 -1.97080 0.054 0.150 -0.147
C 10.08570 8.62250 -5.31570 -0.209 1.102 -0.669
H 7.56620 7.85870 -4.95930 0.001 0.070 -0.031
C 1.29140 -3.99580 -2.77430 -0.483 0.617 -0.001
C 2.35790 2.16000 -1.30380 -0.025 0.688 -0.592
C 5.11900 2.69410 -1.40040 -0.441 0.554 -0.550
S -2.69390 -1.32530 0.26180 -0.482 -0.693 -0.002
H 1.44340 -0.58920 -3.59200 -0.047 0.076 0.115
H 11.09500 8.98900 -5.49410 -0.161 -0.057 -0.015
H -1.81690 4.83360 5.25660 -0.116 0.061 0.027
C 5.50030 0.98910 0.38800 -0.354 -0.127 0.014
C 8.60480 4.71510 -2.92980 0.486 0.267 -0.146
H -2.39690 2.45080 5.50620 -0.197 -0.043 0.085
C 0.55710 3.55240 -2.83060 0.207 0.082 0.067
C 6.18070 4.20460 -2.60260 0.413 0.112 -0.025
Pb 0.37670 -0.02820 0.16560 0.372 -1.527 -0.733
H 9.52270 9.36930 -4.74980 0.074 -0.138 0.077
```
Positions in Å, forces in eV/Å.

Properties
**Orbital gap (alpha / beta)**: 4.6 / 4.2 eV
**Net charge**: +3
**LUMO energy (alpha / beta)**: -10.24 / -10.64 eV

Löwdin population analysis, charges in e, atoms 1 to 99: number 1, C, carries -0.079; number 2, O, carries -0.236; number 3, F, carries 0.179; number 4, H, carries 0.117; number 5, C, carries -0.052; number 6, C, carries -0.051; number 7, C, carries -0.061; number 8, H, carries 0.168; number 9, C, carries -0.291; number 10, F, carries 0.150; number 11, H, carries 0.116; number 12, S, carries 0.614; number 13, H, carries 0.123; number 14, C, carries -0.105; number 15, H, carries 0.092; number 16, C, carries -0.042; number 17, C, carries -0.038; number 18, H, carries 0.119; number 19, H, carries 0.118; number 20, H, carries 0.123; number 21, O, carries 0.024; number 22, C, carries -0.223; number 23, O, carries -0.527; number 24, O, carries -0.323; number 25, H, carries 0.123; number 26, C, carries -0.035; number 27, S, carries 0.956; number 28, C, carries -0.158; number 29, H, carries 0.124; number 30, H, carries 0.104; number 31, C, carries -0.048; number 32, N, carries 0.210; number 33, O, carries -0.668; number 34, C, carries -0.294; number 35, H, carries 0.095; number 36, H, carries 0.130; number 37, C, carries -0.040; number 38, S, carries 1.104; number 39, C, carries -0.660; number 40, C, carries -0.025; number 41, H, carries 0.092; number 42, N, carries 0.012; number 43, N, carries -0.261; number 44, C, carries -0.046; number 45, C, carries -0.276; number 46, H, carries 0.116; number 47, H, carries 0.127; number 48, H, carries 0.111; number 49, H, carries 0.112; number 50, H, carries 0.118; number 51, H, carries 0.115; number 52, N, carries 0.215; number 53, C, carries 0.058; number 54, F, carries 0.192; number 55, H, carries 0.099; number 56, C, carries -0.122; number 57, H, carries 0.119; number 58, C, carries 0.053; number 59, H, carries 0.132; number 60, C, carries -0.210; number 61, C, carries -0.056; number 62, C, carries -0.190; number 63, H, carries 0.125; number 64, N, carries 0.006; number 65, C, carries -0.229; number 66, F, carries 0.182; number 67, C, carries 0.074; number 68, F, carries 0.176; number 69, C, carries -0.138; number 70, H, carries 0.123; number 71, H, carries 0.127; number 72, H, carries 0.079; number 73, C, carries -0.096; number 74, O, carries -0.499; number 75, C, carries -0.045; number 76, H, carries 0.129; number 77, O, carries -0.507; number 78, H, carries 0.122; number 79, C, carries 0.003; number 80, H, carries 0.144; number 81, F, carries 0.126; number 82, C, carries -0.669; number 83, N, carries 0.221; number 84, C, carries 0.040; number 85, H, carries 0.117; number 86, C, carries -0.091; number 87, C, carries -0.007; number 88, H, carries 0.130; number 89, C, carries -0.260; number 90, C, carries -0.128; number 91, C, carries -0.088; number 92, S, carries 0.585; number 93, H, carries 0.087; number 94, H, carries 0.116; number 95, H, carries 0.119; number 96, C, carries 0.042; number 97, C, carries 0.023; number 98, H, carries 0.123; number 99, C, carries 0.024